No. 1
BrH10O5Pd | ωB97M-V with the def2-TZVPD basis set

Properties
F_max   1.66 eV/Å
Orbital gap (spin up / spin down)   8.469 / 5.021 eV
Charge   +1
E_HOMO (spin up / spin down)   -0.53611 / -0.53180 hartree
2S+1   3

Geometry as XYZ:
```
17
BrH10O5Pd (ωB97M-V with the def2-TZVPD basis set)
Pd 8.5502 8.6758 7.3674
Br 7.3312 6.8402 7.0782
O 6.3607 6.0609 3.7097
H 7.1368 5.8405 4.2685
H 6.1972 5.2866 3.1678
O 9.7601 4.9646 8.2922
H 10.5260 4.4061 8.0827
H 9.5921 5.4729 7.4816
O 5.9699 3.9501 6.8856
H 5.6236 4.0495 5.9798
H 6.1326 2.9994 6.9408
O 3.9634 6.6129 6.9764
H 4.6468 6.6537 6.3109
H 4.3940 6.1287 7.6710
O 6.3246 5.5951 10.2683
H 6.9687 5.1191 9.7186
H 5.6748 5.9916 9.6530
```

No. 2
C5H12O4PSi | ωB97M-V with the def2-TZVPD basis set

Properties
F_max   4.38 eV/Å
Orbital gap   7.728 eV
Charge   -1
E_HOMO   -0.15882 hartree
Relative energy (zero: lowest compared OMol25 entry of this formula, charge and spin)   0.00 kJ/mol

Geometry as XYZ:
```
23
C5H12O4PSi (ωB97M-V with the def2-TZVPD basis set)
C -1.1262 -1.7113 -0.2889
C -2.4025 -2.2717 -0.8387
C 1.9898 -0.0650 -0.8988
C -0.1666 2.3100 -0.1563
C 0.5179 0.0871 1.8641
O -3.6819 0.2298 0.7304
O -0.3352 -2.3608 0.3421
O -2.1254 0.9597 2.4880
O -0.9140 -0.4306 -0.6087
Si 0.3441 0.4683 -0.0377
P -2.7132 -0.2173 1.7943
H -3.1697 -1.9465 -0.1830
H -2.4889 -3.3134 -0.7537
H -2.5501 -1.6751 -1.6902
H 2.5842 0.7082 -1.2094
H 2.4231 -0.7051 -0.1935
H 1.6385 -0.7347 -1.7294
H -0.8533 2.5021 0.7121
H 0.6456 3.0005 0.0110
H -0.5983 2.5413 -1.0904
H 0.2555 -0.9165 2.0220
H 1.5289 0.2222 2.2164
H -0.2534 0.6563 2.2760
```

No. 3
C6H16NO | ωB97M-V with the def2-TZVPD basis set

Properties
F_max   2.54 eV/Å
Orbital gap (spin up / spin down)   4.481 / 10.109 eV
E_HOMO (spin up / spin down)   -0.13626 / -0.34814 hartree
2S+1   2
Relative energy (zero: lowest compared OMol25 entry of this formula, charge and spin)   236.21 kJ/mol

Geometry as XYZ:
```
24
C6H16NO (ωB97M-V with the def2-TZVPD basis set)
C -0.3601 0.6297 -1.8822
C 0.5112 0.9910 -0.6389
C 0.0348 0.3423 0.6473
C 0.8389 -0.3272 1.4779
C 2.3154 -0.7222 1.2479
C -1.4192 0.4400 1.0035
N -1.5938 1.4289 -2.0808
H -0.5244 -0.4547 -1.8004
H 0.2152 0.5472 -2.8022
H 1.5619 0.8482 -0.8776
H 0.4176 2.0678 -0.4615
H 0.5945 -0.3605 2.5347
H 2.8641 -0.0239 0.6261
H 2.7934 -0.6417 2.2238
H 2.2643 -1.6641 0.7036
H -2.0685 0.0019 0.2473
H -1.6918 1.4934 1.1894
H -1.6362 -0.0512 1.9518
H -2.1497 1.6072 -1.2164
H -1.2615 2.4472 -2.2311
H -2.2066 0.9815 -2.7928
H -0.2626 -3.7898 1.2200
H 0.4172 -2.4671 1.0659
O 0.3460 -3.3239 0.6446
```

No. 4
C34H49F2N2O4 | ωB97M-V with the def2-TZVPD basis set

Properties
F_max   1.38 eV/Å
Orbital gap   8.616 eV
Charge   +1
E_HOMO   -0.41697 hartree

Geometry as XYZ:
```
91
C34H49F2N2O4 (ωB97M-V with the def2-TZVPD basis set)
C 4.3628 -2.5483 2.4940
C 3.2694 -2.1104 2.7118
C 1.8693 -1.7702 2.9537
N 1.2395 -0.9962 1.8290
C 2.1468 -0.0665 1.0994
C 1.2819 1.0150 0.4484
C -0.0687 0.4764 -0.1362
C -1.2158 0.6493 0.9494
C -2.4050 1.5191 0.5441
C -3.4172 1.6140 1.7286
C -4.6648 0.7333 1.5654
C -4.4000 -0.7611 1.3390
C -4.1193 -1.5249 2.6386
C -4.1818 -3.0568 2.4283
C -3.5836 -3.7217 3.6624
O -3.6130 -5.1614 3.7120
C -4.1169 -5.8213 2.6206
C -3.1340 -6.2408 1.5463
O -5.2782 -6.0946 2.5431
N -0.3780 1.2629 -1.3279
C -0.4569 0.5998 -2.6217
C -1.7821 -0.1568 -2.8596
C 0.0922 -1.0208 -0.4097
C 0.5169 -1.8512 0.8261
C 1.3727 -3.0574 0.3826
C 0.5957 -3.9237 -0.6130
O -0.1648 -4.7556 -0.2222
O 0.7722 -3.7051 -1.9294
H 5.3292 -2.9794 2.3633
H 1.8162 -1.1403 3.8450
H 1.2710 -2.6561 3.1605
H 0.5278 -0.3952 2.2525
H 2.7761 -0.6021 0.3981
H 2.8094 0.4189 1.8174
H 1.1032 1.8428 1.1334
H 1.8644 1.3828 -0.3969
H -0.7607 1.1633 1.8090
H -1.5534 -0.3223 1.3235
H -2.9347 1.1236 -0.3183
H -2.0381 2.5234 0.3541
H -2.9012 1.2828 2.6379
H -3.7110 2.6481 1.8998
H -5.2759 0.8226 2.4660
H -5.2643 1.1193 0.7374
H -3.6027 -0.9573 0.6195
H -5.3159 -1.1893 0.9199
H -3.1078 -1.2769 2.9901
H -4.8277 -1.2418 3.4171
H -5.2325 -3.3178 2.3152
H -3.6074 -3.2828 1.5282
H -2.5368 -3.4180 3.7607
H -4.1406 -3.3740 4.5329
H -3.2055 -5.5435 0.7135
H -3.3956 -7.2294 1.1814
H -2.1211 -6.2454 1.9432
H 0.1907 2.0918 -1.4019
H -0.4329 1.3978 -3.3592
H 0.4099 -0.0285 -2.8678
H -2.3054 -0.3752 -1.9298
H -1.6104 -1.1018 -3.3786
H -2.4389 0.4340 -3.4949
H -0.8201 -1.4861 -0.7817
H 0.8466 -1.1777 -1.1816
H -0.3514 -2.2825 1.3294
H 2.2887 -2.6976 -0.0993
H 1.6673 -3.6859 1.2178
H 1.5936 -3.2262 -2.0902
F 1.1008 3.1851 -3.7102
C 1.7388 3.2619 -4.9062
C 2.9498 3.9188 -4.9742
C 3.6000 3.9908 -6.1978
C 3.0311 3.4151 -7.3258
C 1.8096 2.7626 -7.2318
C 1.1541 2.6797 -6.0116
H 3.3710 4.3689 -4.0846
H 4.5515 4.4995 -6.2699
H 3.5392 3.4775 -8.2784
H 1.3626 2.3187 -8.1107
H 0.2023 2.1733 -5.9167
F 1.5876 5.1151 0.7941
C 2.8824 4.7855 0.9715
C 3.4629 4.9818 2.2091
C 4.7946 4.6312 2.3844
C 5.5239 4.0970 1.3295
C 4.9196 3.9094 0.0934
C 3.5877 4.2550 -0.0904
H 2.8801 5.4072 3.0153
H 5.2645 4.7790 3.3472
H 6.5629 3.8313 1.4707
H 5.4863 3.4981 -0.7314
H 3.0956 4.1147 -1.0451
```

No. 5
C5H9NO | ωB97M-V with the def2-TZVPD basis set

Properties
F_max   0.87 eV/Å
Orbital gap   10.346 eV
E_HOMO   -0.35218 hartree
Relative energy (zero: lowest compared OMol25 entry of this formula, charge and spin)   150.69 kJ/mol

Geometry as XYZ:
```
16
C5H9NO (ωB97M-V with the def2-TZVPD basis set)
C 1.2754 0.7324 -0.2781
C 0.1070 -0.1671 0.1523
C 0.3762 -1.4133 0.9754
C -1.0894 0.7685 0.4498
N -1.5015 0.7298 -0.9862
C -0.6737 -0.4533 -1.1136
O -0.7295 -1.3616 -1.8897
H 1.6425 1.3375 0.5542
H 0.9265 1.4290 -1.0552
H 2.0757 0.1538 -0.7366
H 0.7707 -1.2422 1.9817
H 1.0608 -2.0664 0.4248
H -0.5642 -1.9692 1.0711
H -1.8625 0.2918 1.0501
H -0.8751 1.7699 0.8379
H -0.9389 1.4604 -1.4379
```

No. 6
H8O4 | ωB97M-V with the def2-TZVPD basis set

Properties
F_max   2.58 eV/Å
Orbital gap   10.362 eV
E_HOMO   -0.37511 hartree
SMILES   O.O.O.O
Relative energy (zero: lowest compared OMol25 entry of this formula, charge and spin)   86.03 kJ/mol

Geometry as XYZ:
```
12
H8O4 (ωB97M-V with the def2-TZVPD basis set)
O -1.5972 -26.0789 15.3856
H -1.0944 -26.9246 15.3436
H -1.0892 -25.5845 14.7756
O 0.6055 -27.8398 14.8423
H 1.1708 -27.3379 15.4254
H 1.0917 -28.2226 14.1225
O 2.1756 -25.4935 15.1907
H 3.0917 -25.2243 15.2205
H 1.7396 -24.8195 15.7828
O -0.1254 -24.6129 13.7309
H -0.2940 -25.0728 12.9241
H 0.6311 -25.0472 14.0965
```

No. 7
C34H30IN5O3PReS | ωB97M-V with the def2-TZVPD basis set

Properties
F_max   4.98 eV/Å
Orbital gap (spin up / spin down)   2.995 / 3.670 eV
Charge   +3
E_HOMO (spin up / spin down)   -0.52968 / -0.52970 hartree
2S+1   2
Relative energy (zero: lowest compared OMol25 entry of this formula, charge and spin)   0.00 kJ/mol

Geometry as XYZ:
```
76
C34H30IN5O3PReS (ωB97M-V with the def2-TZVPD basis set)
Re -0.9182 -0.8208 0.6482
C -1.2673 -4.4928 3.0725
C -0.9711 -3.4272 2.0779
N -1.1737 -2.1645 2.2872
N -1.5747 -1.6862 3.4883
C -1.8667 -0.3786 3.6607
N -2.3209 0.0531 4.8264
S -1.6810 0.7272 2.3775
C -0.4665 -3.7518 0.7418
C -0.0501 -5.0351 0.3878
C 0.3854 -5.2909 -0.9033
C 0.3681 -4.2575 -1.8274
C -0.0532 -3.0034 -1.4062
N -0.4299 -2.7452 -0.1630
H -2.0793 -4.2051 3.7394
H -1.5846 -5.4001 2.5652
H -0.3868 -4.7352 3.6717
H -1.6090 -2.3233 4.2838
H -2.4254 -0.5248 5.6480
H -2.5359 1.0329 4.9399
H -0.0399 -5.8267 1.1180
H 0.7200 -6.2797 -1.1789
H 0.6852 -4.4098 -2.8468
H -0.0881 -2.1745 -2.0992
O -3.2096 -2.3638 0.1044
N -2.8214 -1.0601 -0.1219
C -3.6461 -0.2859 -0.7368
C -3.5055 1.1246 -0.9928
C -4.7065 1.8237 -1.2056
C -4.7242 3.1998 -1.3330
C -3.5314 3.9098 -1.3136
C -2.3259 3.2303 -1.1847
C -2.2928 1.8536 -1.0090
P -0.6811 1.0202 -0.9191
C -0.2213 0.6206 -2.6300
C -0.8665 1.1641 -3.7360
C -0.3585 0.9205 -5.0041
C 0.7733 0.1365 -5.1690
C 1.4094 -0.4130 -4.0647
C 0.9148 -0.1751 -2.7955
C 0.5393 2.2670 -0.4117
C 0.3038 3.0325 0.7336
C 1.2521 3.9419 1.1605
C 2.4430 4.0901 0.4625
C 2.6722 3.3477 -0.6850
C 1.7269 2.4385 -1.1242
H -4.0947 -2.5481 -0.2725
H -4.6021 -0.7136 -1.0427
H -5.6372 1.2756 -1.2399
H -5.6668 3.7168 -1.4401
H -3.5380 4.9854 -1.4102
H -1.3958 3.7802 -1.2067
H -1.7350 1.7934 -3.6095
H -0.8407 1.3583 -5.8651
H 1.1738 -0.0368 -6.1562
H 2.2992 -1.0092 -4.1902
H 1.4196 -0.5620 -1.9177
H -0.6198 2.9187 1.2831
H 1.0709 4.5415 2.0388
H 3.1850 4.7943 0.8057
H 3.5799 3.4950 -1.2498
H 1.9038 1.8818 -2.0320
I 7.8517 1.0942 0.9115
C 5.7664 0.8251 1.1718
C 5.0344 1.7683 1.8911
C 3.6911 1.5518 2.1205
C 3.0733 0.4083 1.6161
C 3.8035 -0.5073 0.8565
C 5.1520 -0.3095 0.6429
C 1.6166 0.1901 1.8574
O 0.9787 0.8230 2.6863
O 1.0813 -0.7050 1.0956
H 5.5218 2.6471 2.2815
H 3.1055 2.2514 2.6951
H 3.3103 -1.3820 0.4579
H 5.7308 -1.0301 0.0871
```

No. 8
C49H57B2F5N10O3Pt | ωB97M-V with the def2-TZVPD basis set

Properties
F_max   9.56 eV/Å
Orbital gap (spin up / spin down)   4.941 / 4.930 eV
Charge   +1
E_HOMO (spin up / spin down)   -0.37873 / -0.37857 hartree
2S+1   2

Geometry as XYZ:
```
127
C49H57B2F5N10O3Pt (ωB97M-V with the def2-TZVPD basis set)
Pt 0.0451 0.1991 0.1376
C -0.1055 -3.6794 0.6773
C 0.9640 -2.8772 1.3603
C 2.0476 -3.3719 2.1087
C 2.6376 -2.2584 2.6589
N 1.9456 -1.1686 2.2652
N 0.9446 -1.5446 1.4385
B 1.9830 0.3372 2.7452
N 2.5805 1.1342 1.5604
C 3.8436 1.5786 1.4682
C 4.1965 1.6125 0.1403
C 3.0793 1.1506 -0.5632
C 2.9923 0.9561 -2.0404
N 2.0994 0.8898 0.3173
N 0.5140 0.7162 3.0776
C 0.0433 1.0578 4.2833
C -1.3119 0.8228 4.3063
C -1.6284 0.3047 3.0427
C -2.9209 -0.2618 2.5682
N -0.5186 0.2864 2.2962
N 2.8026 0.5827 3.9955
C 3.1827 -0.2165 5.0283
C 3.7252 0.5794 5.9952
C 3.6241 1.8987 5.4851
C 4.0522 3.1772 6.1453
N 3.0594 1.8974 4.2872
H 0.3083 -4.6086 0.2824
H -0.8755 -3.9448 1.4046
H -0.5748 -3.1241 -0.1309
H 2.3439 -4.4056 2.2265
H 3.5175 -2.1762 3.2789
H 4.4115 1.8365 2.3476
H 5.1548 1.8855 -0.2805
H 3.9934 1.0085 -2.4660
H 2.5517 -0.0103 -2.2811
H 2.3814 1.7249 -2.4985
H 0.6952 1.4568 5.0483
H -1.9924 0.9683 5.1346
H -3.6524 -0.2672 3.3750
H -3.3242 0.2969 1.7437
H -2.7679 -1.2906 2.2232
H 3.0205 -1.2858 5.0238
H 4.1589 0.2711 6.9380
H 4.5847 2.9645 7.0701
H 4.7030 3.7543 5.4873
H 3.1876 3.7993 6.3798
F 4.3880 -5.7084 -3.3367
C 3.5635 -4.8251 -2.8743
C 2.2282 -4.8494 -3.2696
F 1.8091 -5.7641 -4.1145
C 1.3665 -3.9228 -2.7603
F 0.1102 -3.9250 -3.1280
C 1.7934 -2.9054 -1.8804
O 0.9726 -1.9680 -1.4747
C 3.1559 -2.9101 -1.5093
F 3.5885 -1.9993 -0.6883
C 4.0167 -3.8588 -1.9793
F 5.2767 -3.8544 -1.6084
O -0.0405 -0.6654 -3.9083
C 0.1586 -0.4100 -2.7729
O 0.1757 0.5815 -2.0350
H 0.5321 -1.4388 -2.0105
C 0.4537 3.6926 2.2738
C 1.1108 4.7217 1.3690
C 0.2195 5.9698 1.2435
C 1.5597 4.2663 -0.0296
C 2.8354 4.6841 -0.4084
C 3.2747 4.5889 -1.7197
C 2.4179 4.1045 -2.6908
C 1.1462 3.6384 -2.3664
C 0.2281 3.1826 -3.5049
C 0.9812 2.5006 -4.6597
C -0.5702 4.3610 -4.0898
C 0.7621 3.6514 -1.0147
N -0.5836 3.1880 -0.6863
B -1.1472 1.9033 -0.2315
N -2.5961 2.1408 -0.3057
C -2.7954 3.4470 -0.7550
C -1.6193 4.0557 -0.9676
C -3.8278 1.4296 0.0318
C -4.2472 0.2772 -0.6431
C -5.4660 -0.2901 -0.2733
C -6.2730 0.2788 0.6954
C -5.8652 1.4472 1.3095
C -4.6481 2.0426 0.9974
C -4.2939 3.3395 1.7313
C -4.2524 3.1248 3.2510
C -5.3030 4.4411 1.3914
C -3.5304 -0.4064 -1.7988
C -2.4886 -1.3772 -1.2557
C -3.0259 0.5465 -2.8893
H 0.1969 4.1574 3.2314
H 1.1466 2.8844 2.4696
H -0.4626 3.2779 1.8532
H 2.0228 5.0334 1.8772
H -0.7979 5.7022 0.9435
H 0.6246 6.6727 0.5100
H 0.1599 6.4793 2.2084
H 3.4819 5.1326 0.3401
H 4.2684 4.9336 -1.9911
H 2.7328 4.1056 -3.7288
H -0.4739 2.4506 -3.1034
H 1.4213 3.2373 -5.3387
H 0.2852 1.8864 -5.2346
H 1.7786 1.8436 -4.3046
H 0.1083 5.1559 -4.4192
H -1.2727 4.7911 -3.3783
H -1.1454 4.0144 -4.9553
H -3.7837 3.8400 -0.9300
H -1.4465 5.0685 -1.2919
H -5.8062 -1.1798 -0.7957
H -7.2305 -0.1676 0.9439
H -6.5142 1.9178 2.0404
H -3.3110 3.6843 1.4354
H -5.2182 2.7791 3.6324
H -4.0147 4.0677 3.7512
H -3.4899 2.3912 3.5250
H -6.3125 4.1524 1.6974
H -5.3367 4.6550 0.3193
H -5.0425 5.3638 1.9158
H -4.2863 -1.0239 -2.2829
H -1.7116 -0.8451 -0.6936
H -2.0102 -1.9509 -2.0584
H -2.9565 -2.0808 -0.5644
H -2.1512 1.1189 -2.5775
H -3.8145 1.2488 -3.1624
H -2.7495 -0.0172 -3.7847
```

No. 9
H35O17 | ωB97M-V with the def2-TZVPD basis set

Properties
F_max   4.44 eV/Å
Orbital gap   9.332 eV
Charge   +1
E_HOMO   -0.47163 hartree
Relative energy (zero: lowest compared OMol25 entry of this formula, charge and spin)   530.06 kJ/mol

Geometry as XYZ:
```
52
H35O17 (ωB97M-V with the def2-TZVPD basis set)
O -2.3493 -1.8684 -3.3279
H 0.3281 2.6834 0.7223
H -0.8320 2.3939 -0.3883
O -0.6678 2.7209 0.4939
H -2.8156 -0.6352 0.7015
H 3.2083 -4.6163 1.4681
O 0.7823 2.6892 2.3080
H 3.1891 -3.8262 0.3032
H 0.0947 3.2327 2.6503
O 0.1425 -0.4272 0.2189
H 0.5194 -1.3670 0.3200
H 1.6714 2.0323 -1.3915
O 3.8138 1.2771 3.3123
H 0.6162 -0.1466 -4.0433
O -3.5232 3.8976 1.9957
H 0.9282 2.0786 3.0468
H -0.7649 -3.2650 2.7076
O -3.9016 -3.1953 -1.5873
H 2.0700 -2.4005 -3.3924
H -3.3541 -2.8529 -0.8638
O 1.9672 1.1685 -1.0574
H -3.0099 -2.2608 -2.7540
H -0.0404 1.1119 -4.7343
O -3.5593 -1.0023 0.2248
H 3.8999 -0.6926 1.3129
H -3.4808 -0.4962 -0.5915
O 0.1210 -3.1864 2.3384
H -4.6237 -2.5643 -1.6832
H 0.2067 -4.0049 1.8989
O 3.5512 -0.1520 0.5969
H -3.2391 -0.0693 -2.9770
H 3.3759 3.1283 0.9854
O -3.8062 0.7315 2.3517
H 3.5936 1.9354 3.9204
H -3.1060 0.7584 1.7258
O -3.1579 0.8735 -2.5787
H -1.5509 -2.3311 -3.0202
H -2.4943 1.4339 -3.0837
O 0.0639 0.6033 -3.8809
H 2.7869 1.0678 -0.4020
H -3.7953 3.0547 1.6423
O 3.5803 2.8798 0.0537
H 4.2848 0.4667 3.7474
H 4.1482 3.6762 0.0739
O 2.8218 -4.6583 0.6364
H -2.6124 3.7232 2.2267
H 0.4891 -0.0006 0.9868
O 1.5108 -2.5774 -2.6064
H 2.3140 -2.8974 -2.0906
H 1.3314 0.4110 -0.9827
H 3.8305 0.8367 0.7144
H -4.5567 0.6277 1.7516
```

No. 10
C15H31BrCuP2 | ωB97M-V with the def2-TZVPD basis set

Properties
F_max   2.77 eV/Å
Orbital gap (spin up / spin down)   6.506 / 5.747 eV
E_HOMO (spin up / spin down)   -0.25261 / -0.25274 hartree
2S+1   2
Relative energy (zero: lowest compared OMol25 entry of this formula, charge and spin)   146.81 kJ/mol

Geometry as XYZ:
```
50
C15H31BrCuP2 (ωB97M-V with the def2-TZVPD basis set)
P -2.0122 -1.8706 -5.4150
P -3.4459 -3.8344 -2.8958
C -2.9224 -3.4423 -5.7599
C -3.9450 -3.9325 -4.6873
H -2.1659 -4.2236 -5.9451
H -3.4378 -3.2600 -6.7165
H -4.8809 -3.3617 -4.7825
H -4.1786 -4.9905 -4.8777
C -2.3121 -5.2534 -2.8565
H -1.9284 -5.3420 -1.8341
H -1.4558 -5.0883 -3.5177
H -2.8386 -6.1697 -3.1527
C -4.8004 -4.5643 -1.8814
H -5.0548 -5.5908 -2.1968
H -5.7070 -3.9411 -1.8924
H -4.4505 -4.5900 -0.8367
C -0.9110 -1.3834 -6.7797
H -0.4347 -0.4322 -6.5081
H -1.4419 -1.2387 -7.7310
H -0.0896 -2.0897 -6.9442
C -3.3437 -0.6606 -5.6719
H -4.1676 -0.8625 -4.9885
H -3.6662 -0.7472 -6.7116
H -2.9409 0.3289 -5.4567
Cu -1.5878 0.1770 0.9483
C -2.0275 -2.4363 -0.8268
C -0.9101 -2.9406 -1.4182
C -0.4228 -2.8023 -2.8236
C 0.5635 -1.6903 -3.2144
C -0.1725 -0.5006 -3.7991
C -1.2893 -0.0144 -3.1814
C -2.5081 -0.7633 -2.6134
C -2.6811 -1.1111 -1.1289
C -0.0789 1.1872 -0.0813
H -2.3991 -2.8765 0.1107
H -0.2993 -3.5984 -0.7859
H -1.2534 -2.7967 -3.5748
H 0.1149 -3.7428 -3.0206
H 1.2365 -1.4485 -2.3556
H 1.1982 -2.1088 -4.0064
H 0.4167 0.1975 -4.4076
H -1.2741 1.0210 -2.8053
H -2.6341 -1.7396 -3.1619
H -3.4443 -0.2124 -2.8489
H -2.6514 -0.1985 -0.3887
H -3.7433 -1.3657 -1.0500
H -0.1803 1.9627 0.7025
H -0.2822 1.6491 -1.0599
H 0.9705 0.8421 -0.0652
Br 0.0675 -0.9512 1.9422
```